(1)
Density functional theory data (ωB97M-V with the def2-TZVPD basis set) for a 3-piece molecular cluster, C3H12N2O2 overall at a distorted geometry.

Geometry as XYZ:
```
19
Properties=species:S:1:pos:R:3:forces:R:3
C 1.496876 0.614794 -1.719525 -0.6 0.2 0.7
C 0.364130 0.410923 -0.710852 0.6 -0.5 1.4
N 0.913743 -0.099074 0.557844 1.4 0.5 -0.2
C 0.264320 0.031700 1.623611 -1.0 0.7 0.8
N -1.083758 0.329269 1.726882 -0.3 -0.4 0.0
H 1.891705 1.621799 -1.620558 0.1 0.1 0.0
H 2.314707 -0.069888 -1.516934 -0.1 -0.3 -0.3
H 1.043985 0.525901 -2.687837 0.3 -0.2 -0.8
H -0.017148 1.389910 -0.396645 -0.7 -0.1 -0.6
H -0.402613 -0.291682 -1.051794 -0.2 0.3 -0.4
H 0.747643 0.119335 2.604214 0.3 -0.8 -0.2
H -1.661356 -0.069876 0.999938 -0.1 0.3 -0.2
H -1.513291 0.119489 2.619154 0.3 0.2 0.0
O -3.456871 1.165241 -0.276539 0.0 0.0 0.4
H -2.703721 1.084166 -0.868818 -0.2 0.0 -0.3
H -4.268478 1.023561 -0.772375 0.2 0.0 -0.2
O 1.733089 -2.848505 0.321466 0.5 -0.1 0.3
H 1.662577 -1.991502 0.777876 -0.1 0.0 -0.4
H 2.674453 -3.065568 0.390896 -0.3 0.0 -0.1
```
Positions in Å, forces in eV/Å.

Structure (SMILES): CC/N=C\N.O.O
Relative energy (zero: lowest compared OMol25 entry of this formula, charge and spin) in kcal/mol: 30.1
Kohn-Sham gap in eV: 9.711
Max |F| in eV/A: 1.63

(2)
Density functional theory data (ωB97M-V with the def2-TZVPD basis set) for a 4-piece molecular cluster, CH10NO4 overall at a distorted geometry.

Geometry as XYZ:
```
16
Properties=species:S:1:pos:R:3:forces:R:3
N 0.745719 -1.763271 -1.061721 0.9 -0.8 -0.3
C -0.429030 -0.869123 -1.077672 -0.8 -4.2 1.6
O -0.434110 -0.121377 0.011919 -0.3 1.6 -0.1
H 1.535420 -1.149682 -1.119217 0.8 0.2 -0.3
H 0.895201 -2.234958 -0.142549 -0.8 0.7 -0.9
H -0.468477 -0.366296 -2.017504 0.0 0.5 -1.0
H -1.256147 -1.661250 -0.983989 0.2 1.1 -0.7
H 0.469884 -0.007308 1.108559 -1.0 0.6 2.1
H -0.139483 1.007581 2.259750 1.0 -1.4 -0.7
O 0.544616 0.297436 2.110461 0.2 0.9 0.4
H 1.087310 0.564765 -0.373516 0.2 1.5 0.1
H 2.180413 1.788774 -0.340810 0.6 1.2 1.9
O 1.746134 1.154495 -0.845477 -0.8 -2.0 -2.2
H -1.724604 0.466665 0.759833 -0.1 0.2 0.2
H -2.340251 1.804951 0.551147 -0.1 0.9 -0.6
O -2.412592 1.088591 1.160779 0.0 -0.9 0.4
```
Positions in Å, forces in eV/Å.

Relative energy (zero: lowest compared OMol25 entry of this formula, charge and spin) in kcal/mol: 22.4
Kohn-Sham gap in eV: 8.720
Max |F| in eV/A: 4.59
Net charge: -1

(3)
Density functional theory data (ωB97M-V with the def2-TZVPD basis set) for a 2-piece molecular cluster, C5H14P2 overall at a distorted geometry.

Geometry as XYZ:
```
21
Properties=species:S:1:pos:R:3:forces:R:3
C -1.981046 -1.180207 0.998743 1.0 -3.1 1.4
C -0.142658 -1.329585 -0.717943 1.5 -0.7 -0.7
C 0.383209 -0.543941 1.725353 1.2 -0.6 0.1
C 1.340980 1.785468 -0.743455 3.5 -0.8 1.1
C -0.594881 -0.604434 0.567138 -1.1 1.0 -0.5
P 1.606990 1.073509 -2.330081 0.5 1.0 -1.5
P -1.046174 1.143830 -0.110970 -2.5 -2.2 -1.0
H -2.508257 -0.864651 1.947667 1.4 -0.2 -0.6
H -2.648693 -0.889195 0.276748 -1.8 0.5 -2.0
H -1.969440 -2.393184 0.927754 0.1 2.7 0.5
H 0.103588 -2.409162 -0.484846 -0.2 1.0 -0.3
H 0.783154 -0.869316 -1.279989 -1.7 -1.0 1.6
H -0.933327 -1.305139 -1.496098 0.2 -0.1 0.6
H 0.034469 0.250572 2.389443 0.0 -0.4 0.4
H 0.412722 -1.574035 2.291132 0.3 2.0 -1.1
H 1.409771 -0.147691 1.370523 -1.4 -1.2 0.7
H 1.934871 1.268707 0.065327 -1.0 0.6 -0.7
H 1.308040 2.836755 -0.636087 -0.5 0.9 0.2
H 0.541906 1.773592 -2.977421 0.1 -0.2 0.0
H 2.544515 2.146444 -2.697771 -0.4 -0.7 0.0
H -0.579740 1.831662 0.914834 0.9 1.4 2.0
```
Positions in Å, forces in eV/Å.

2S+1: 3
Relative energy (zero: lowest compared OMol25 entry of this formula, charge and spin) in kcal/mol: 4.8
Kohn-Sham gap (alpha / beta) in eV: 7.254 / 7.169
Max |F| in eV/A: 3.79

(4)
Density functional theory data (ωB97M-V with the def2-TZVPD basis set) for C36H35BrN3O2RuTe as an isolated structure.

Geometry as XYZ:
```
79
Properties=species:S:1:pos:R:3:forces:R:3
Ru -0.892579 1.843929 -1.716078 0.1 0.2 0.1
Br 5.577363 5.201765 -3.211742 0.0 0.0 0.0
C 4.106160 4.085863 -2.878897 -0.1 0.0 0.0
C 4.278879 2.703041 -2.801670 0.0 0.0 0.0
C 3.200482 1.879405 -2.555306 0.0 0.0 0.0
C 1.918897 2.404044 -2.378389 0.0 0.0 -0.1
O 0.945510 1.521033 -2.133882 0.0 0.1 0.0
C 1.736614 3.801739 -2.469885 0.0 0.0 0.0
C 0.469780 4.470044 -2.356395 0.1 0.0 0.0
N -0.665191 3.893585 -2.150519 0.0 -0.2 0.0
C -1.892201 4.617507 -2.091529 0.0 0.0 0.0
C -2.076298 5.925487 -2.454812 0.0 0.0 0.0
C -3.342108 6.532849 -2.333029 0.0 0.0 0.0
C -4.414034 5.829545 -1.864420 0.0 0.0 0.0
C -4.265960 4.467355 -1.514283 0.0 0.0 0.0
C -5.335226 3.667447 -1.054379 0.0 0.0 0.0
C -5.129330 2.346016 -0.763048 0.0 0.0 0.0
C -3.852317 1.806455 -0.938199 0.0 0.0 0.0
N -2.823036 2.528295 -1.357016 0.0 -0.1 0.0
C -3.002826 3.863065 -1.641651 0.0 0.0 0.0
C 2.849607 4.623650 -2.717725 0.1 0.0 0.0
H 5.264956 2.279720 -2.938371 0.0 0.0 0.0
H 3.318538 0.806226 -2.495858 0.0 0.0 0.0
H 0.501502 5.551632 -2.464124 0.0 0.0 0.0
H -1.260750 6.514705 -2.850687 0.0 0.0 0.0
H -3.454722 7.568099 -2.622131 0.0 0.0 0.0
H -5.385525 6.295556 -1.768832 0.0 0.0 0.0
H -6.316576 4.111274 -0.942600 0.0 0.0 0.0
H -5.930126 1.710758 -0.414878 0.0 0.0 0.0
H -3.650425 0.761719 -0.741950 0.0 0.0 0.0
H 2.712635 5.695068 -2.789966 0.0 0.0 0.0
C -1.146590 -1.266740 -3.424633 0.0 0.0 0.0
C -1.322656 -1.180379 -1.935080 0.1 0.0 0.2
O -1.565649 -2.144977 -1.225616 0.0 -0.1 0.0
N -1.183849 0.071342 -1.386568 -0.2 0.0 -0.3
Te -1.054073 -1.502323 1.564219 0.0 0.0 0.1
C -0.752182 -3.154271 2.798169 0.0 -0.1 0.0
C -1.569452 -4.275122 2.629264 -0.1 0.0 0.0
C -2.657599 -4.379913 1.595608 0.0 0.0 0.0
C -1.337112 -5.375139 3.449353 0.0 0.0 0.0
C -0.333545 -5.377571 4.405857 0.0 0.0 0.0
C -0.094624 -6.570599 5.282347 0.0 0.0 0.0
C 0.453585 -4.232941 4.549311 0.0 0.0 0.0
C 0.272743 -3.113185 3.759117 0.0 0.1 0.0
C 1.150245 -1.907463 3.966596 0.0 0.0 0.0
C 0.879799 -1.278995 0.814997 0.0 0.1 0.0
C 1.583813 -2.388937 0.337957 0.0 0.0 0.0
C 1.011821 -3.775757 0.231385 0.0 0.0 -0.1
C 2.905393 -2.189780 -0.056322 0.0 0.0 0.0
C 3.520601 -0.949243 0.014511 0.0 0.0 0.0
C 4.953544 -0.767050 -0.395787 0.0 0.0 0.0
C 2.776062 0.137255 0.472359 0.0 0.0 0.0
C 1.458761 0.000137 0.871833 0.0 0.0 0.0
C 0.730462 1.205841 1.403890 0.0 0.0 0.0
H -1.281089 -2.295275 -3.748229 0.0 0.0 0.0
H -0.145211 -0.922646 -3.689841 0.0 0.0 0.0
H -1.873340 -0.629238 -3.931159 0.0 0.0 0.0
H -2.917758 -3.427482 1.128903 0.0 0.0 0.0
H -3.565978 -4.785947 2.038940 0.0 0.0 0.0
H -2.357403 -5.053689 0.790581 0.0 0.0 0.0
H -1.962354 -6.252517 3.332050 0.0 0.0 0.0
H -0.765058 -7.390481 5.034563 0.0 0.0 0.0
H -0.244607 -6.310606 6.331064 0.0 0.0 0.0
H 0.932490 -6.922809 5.180048 0.0 0.0 0.0
H 1.225512 -4.215513 5.310066 0.0 0.0 0.0
H 1.684607 -1.986241 4.910817 0.0 0.0 0.0
H 0.566800 -0.982230 4.001952 0.0 0.0 0.0
H 1.892201 -1.806857 3.171564 0.0 0.0 0.0
H -0.076075 -3.787036 0.208495 0.0 0.0 0.0
H 1.343408 -4.397221 1.065748 0.0 0.0 0.0
H 1.355330 -4.246026 -0.689533 0.0 0.0 0.0
H 3.467311 -3.039718 -0.426562 0.0 0.0 0.0
H 5.412234 -1.712427 -0.676985 0.0 0.0 0.0
H 5.536367 -0.332610 0.417020 0.0 0.0 0.0
H 5.033468 -0.089366 -1.248812 0.0 0.0 0.0
H 3.242896 1.114474 0.533815 0.0 0.0 0.0
H 1.237462 2.120426 1.096336 0.0 0.0 0.0
H 0.693858 1.204164 2.496660 0.0 0.0 0.0
H -0.306270 1.255816 1.051960 0.0 0.0 0.0
```
Positions in Å, forces in eV/Å.

2S+1: 6
Relative energy (zero: lowest compared OMol25 entry of this formula, charge and spin) in kcal/mol: 0.0
Kohn-Sham gap (alpha / beta) in eV: 6.949 / 5.753
Max |F| in eV/A: 0.39
Net charge: +2

- Number 1 is which compound?
  C3H12N2O2

- max |F| of number 4 (C36H35BrN3O2RuTe)?
  0.39 eV/A